No. 1
Formula: C31H46BrN3OP2Zr
Source: OMol25
Level of theory: ωB97M-V/def2-TZVPD

Geometry as XYZ:
```
85
Properties=species:S:1:pos:R:3:mulliken_charge:R:1
N -5.05752 -1.07000 3.24007 -0.384
C -4.05746 -0.39438 3.81296 -0.665
C -3.16154 0.39468 3.07445 -0.124
C -3.35688 0.45200 1.67791 -0.314
C -4.39755 -0.28432 1.08965 -0.338
C -5.22689 -1.04227 1.91887 -0.803
C -2.51346 1.26415 0.81354 0.167
Zr -0.34656 0.32511 -0.12215 -0.409
P 2.02791 0.52067 -1.32205 1.237
C -2.55193 1.06614 -0.59158 -0.143
C -1.91318 2.04408 -1.45822 0.693
C -2.04552 1.91161 -2.87080 -0.979
C -1.22399 2.65881 -3.70138 -0.433
C -0.24271 3.44110 -3.07856 -0.663
C -0.23929 3.79403 -1.74146 -0.325
C -1.06492 3.02878 -0.88729 -0.145
Br 1.28178 4.06348 -4.18946 0.078
H -2.09842 2.17560 1.26565 0.632
H -3.15300 0.30763 -1.09256 0.558
H -2.36305 0.95585 3.55880 0.563
H -4.60548 -0.23820 0.01711 0.725
H -3.96925 -0.43630 4.90203 0.404
H -6.05259 -1.60281 1.46659 0.438
H -2.78659 1.19771 -3.23957 0.660
H -1.11596 3.30209 0.17680 0.653
H -1.32749 2.64971 -4.78893 0.482
H 0.35822 4.62655 -1.36160 0.612
P -0.66576 -2.33322 -0.44799 1.496
C 2.67410 2.09501 -0.62063 -0.396
C 3.35939 3.03673 -1.59572 -1.030
H 3.34893 1.85081 0.21239 0.681
H 1.82630 2.62496 -0.15788 0.256
H 3.71775 3.94360 -1.09195 0.459
H 4.22269 2.59408 -2.09928 0.272
H 2.66229 3.38127 -2.36960 -0.096
C 1.63699 0.79326 -3.09531 1.101
C 2.74880 0.79258 -4.14062 -1.504
H 1.17236 1.77851 -3.13178 -1.401
H 0.82968 0.10046 -3.38171 0.264
H 2.33845 1.05816 -5.12372 0.454
H 3.52507 1.53751 -3.93685 0.285
H 3.20773 -0.19340 -4.22907 0.405
C 3.35548 -0.73155 -1.34856 -0.194
C 4.76098 -0.17390 -1.50388 -1.447
H 3.14044 -1.45542 -2.14724 0.496
H 3.25200 -1.28850 -0.40963 0.321
H 5.50700 -0.97201 -1.44753 0.461
H 4.90594 0.30812 -2.47264 0.299
H 5.00905 0.55031 -0.72685 0.362
C 0.29100 -3.77463 0.27338 -1.058
C 1.79848 -3.72524 0.08268 -1.216
H -0.11468 -4.69628 -0.17844 0.716
H 0.05799 -3.84035 1.34533 0.561
H 2.25272 -4.66309 0.43130 0.460
H 2.08101 -3.60590 -0.96922 0.293
H 2.25237 -2.91440 0.66272 0.240
C -0.53845 -2.79536 -2.23931 -0.700
C -1.43180 -2.01356 -3.19828 -1.079
H -0.77391 -3.87142 -2.28984 0.575
H 0.52178 -2.68229 -2.51400 0.425
H -1.27540 -2.38925 -4.21943 0.457
H -2.49917 -2.14006 -2.97326 0.308
H -1.20768 -0.93704 -3.21164 0.113
C -2.34364 -3.04412 -0.10674 -0.724
C -2.65742 -3.35483 1.35137 -1.293
H -2.43354 -3.95950 -0.71364 0.569
H -3.06536 -2.32218 -0.51252 0.392
H -3.71284 -3.64353 1.44116 0.414
H -2.06037 -4.18807 1.74250 0.367
H -2.50358 -2.48213 1.99698 0.213
N 1.47392 2.67528 5.88881 -0.273
C 1.17056 2.62094 4.54629 0.311
O 1.16661 3.61027 3.83758 -0.562
C 0.85812 1.25785 3.99846 0.374
C 0.82043 0.10483 4.78493 -0.547
C 0.44993 -1.10231 4.20306 -1.256
C 0.15592 -1.15301 2.84315 -0.460
N 0.23490 -0.04799 2.04017 0.694
C 0.57453 1.15424 2.62223 -0.042
H 1.69098 3.57011 6.27197 0.275
H 1.44506 1.88392 6.51767 0.118
H 1.07103 0.14631 5.84368 0.419
H 0.38778 -2.01110 4.80858 0.557
H -0.12520 -2.08668 2.35407 0.263
H 0.65559 2.01171 1.93551 0.372
```

Properties
gap between HOMO and LUMO: 5.0 eV
total charge: +4
HOMO energy: -0.7336 Ha
relative energy (zero: lowest compared OMol25 entry of this formula, charge and spin): 0.0 kJ/mol


No. 2
Formula: C31H46CaNO2
Source: OMol25
Level of theory: ωB97M-V/def2-TZVPD

Geometry as XYZ:
```
81
Properties=species:S:1:pos:R:3:mulliken_charge:R:1
O -0.37510 0.12541 -2.66348 -0.120
C 0.69940 0.15744 -3.61035 -0.189
C 0.16057 1.36557 -4.33762 -1.031
H 0.63564 -0.79324 -4.17096 0.111
H 1.73916 0.25077 -3.26234 0.299
C -1.02182 1.20746 -3.40902 1.616
H -0.18128 1.30396 -5.35880 0.316
H 0.75683 2.27236 -4.19140 0.280
C -2.24713 0.63463 -4.10082 -1.627
H -2.01441 -0.29076 -4.64619 0.237
H -2.65473 1.37981 -4.78796 0.429
H -3.02083 0.36843 -3.36272 0.298
C -1.18291 2.49994 -2.64136 -1.797
H -0.18750 2.90770 -2.42949 0.380
H -1.74162 2.36034 -1.70536 0.284
H -1.67889 3.22276 -3.29579 0.471
Ca 0.57795 -0.71899 -0.16936 1.427
C 1.26606 1.67777 1.11019 -0.828
C 2.41857 0.84426 1.15347 -0.094
C 2.85493 0.64608 -0.18320 -1.804
H 2.93821 0.52514 2.05382 0.423
C 2.09277 1.50400 -1.01887 -0.448
C 1.07268 2.09171 -0.22694 -0.299
H 0.37714 2.85283 -0.54967 0.458
H 0.68721 2.03897 1.95678 0.653
H 3.63861 -0.05012 -0.51321 0.408
H 2.34070 1.79796 -2.03508 0.845
C -1.70562 -0.84278 1.54875 -0.413
C -1.80981 0.43658 0.94260 -1.394
C -2.19078 0.22899 -0.40612 -0.079
H -1.73693 1.39380 1.43839 0.447
C -2.10101 -1.15685 -0.68811 -1.056
C -1.82176 -1.83182 0.53647 -1.107
H -1.82245 -2.89392 0.68676 0.751
H -1.71609 -1.03338 2.61568 0.570
H -2.69600 0.95034 -1.02894 1.291
H -2.32075 -1.62151 -1.63523 0.380
O 0.43270 -1.54325 -5.60410 -0.286
C 0.08380 -0.71966 -6.78040 -0.243
C 0.58171 -1.40593 -8.02650 -0.608
H 0.54143 0.27907 -6.76552 0.197
H -0.99383 -0.55361 -6.76298 0.287
C 1.53038 -2.51544 -7.52040 -0.507
H 1.08170 -0.66150 -8.64870 0.298
H -0.24779 -1.79271 -8.62383 0.226
C 1.40228 -2.57784 -5.98648 -0.440
H 2.54924 -2.24593 -7.82046 0.250
H 1.31800 -3.48950 -7.96967 0.299
H 2.34537 -2.37616 -5.45520 0.224
H 1.01330 -3.54745 -5.62220 0.312
C 1.70062 -3.72107 6.37606 -1.796
C 1.30217 -2.66866 5.37684 0.168
C 0.98490 -1.40412 5.85097 -0.631
C 0.62712 -0.37618 4.98222 0.640
C 0.24290 0.96392 5.54504 -1.730
C 0.65189 -0.62287 3.61219 0.202
C 1.04292 -1.88802 3.06184 -0.366
C 1.29754 -2.91809 4.00580 -0.642
N 1.16355 -2.01811 1.70811 0.720
C 1.59986 -3.27741 1.07753 2.076
C 3.02655 -3.65732 1.47142 -1.690
C 0.61743 -4.41798 1.35415 -1.404
C 1.56354 -3.05482 -0.46092 -2.891
H 2.63781 -3.43015 6.87793 0.313
H 0.93455 -3.83600 7.15758 0.350
H 1.85875 -4.69758 5.90705 0.343
H 1.03291 -1.20718 6.92853 0.281
H -0.64317 0.87853 6.19454 0.326
H 1.05280 1.37434 6.16918 0.341
H 0.02202 1.69012 4.75478 0.303
H 0.38100 0.18413 2.92696 0.384
H 1.54851 -3.92484 3.67661 0.169
H 3.11946 -3.85477 2.54012 0.331
H 3.32704 -4.56045 0.92492 0.470
H 3.73438 -2.85807 1.22078 0.303
H -0.38295 -4.16378 0.97992 0.185
H 0.97261 -5.32500 0.84733 0.472
H 0.49526 -4.64206 2.41156 0.231
H 0.51388 -2.89612 -0.81622 0.386
H 2.23319 -2.22040 -0.78087 0.360
H 1.90999 -3.94521 -1.00520 0.699
```

Properties
gap between HOMO and LUMO: 5.1 eV
total charge: -1
HOMO energy: -0.1082 Ha
relative energy (zero: lowest compared OMol25 entry of this formula, charge and spin): 0.0 kJ/mol


No. 3
Formula: C31H46N4OPtSi2
Source: OMol25
Level of theory: ωB97M-V/def2-TZVPD

Geometry as XYZ:
```
85
Properties=species:S:1:pos:R:3:mulliken_charge:R:1
Pt -0.13898 -0.09359 -0.27692 2.090
C 0.96167 2.30997 3.80757 -0.990
Si 0.28506 2.55624 2.08223 -0.265
C -1.50476 2.05288 2.09289 -0.866
C 0.39890 4.34869 1.56253 -1.109
N 1.13192 1.51681 0.96086 -0.011
C 2.42297 1.43811 0.73175 1.003
C 3.40999 2.35088 1.23202 -0.628
C 4.73631 2.19520 0.97479 -0.939
C 5.18519 1.10834 0.18338 -1.007
C 4.29793 0.20677 -0.32558 -0.615
C 2.89319 0.30670 -0.08919 1.120
N 1.99155 -0.56031 -0.54029 -0.409
Si 2.33562 -2.12193 -1.27171 -0.040
C 3.19207 -1.90833 -2.91924 -1.162
C 3.36250 -3.14982 -0.09552 -1.008
C 0.74081 -3.03222 -1.55621 -0.891
H 0.38855 2.90079 4.52647 0.396
H 2.01069 2.58907 3.90330 0.337
H 0.86868 1.25873 4.09192 0.242
H -2.05064 2.66763 2.81301 0.499
H -1.62236 1.00511 2.37994 0.114
H -1.97475 2.17724 1.11487 0.219
H -0.19185 4.97631 2.23455 0.342
H -0.00152 4.47649 0.55429 0.320
H 1.42074 4.72836 1.56257 0.338
H 3.07676 3.19237 1.82416 0.178
H 5.45134 2.90728 1.36576 0.403
H 6.24120 0.99867 -0.02658 0.403
H 4.66578 -0.60114 -0.94210 0.156
H 4.15925 -1.41169 -2.84363 0.356
H 2.56882 -1.31690 -3.59391 0.310
H 3.35102 -2.88307 -3.38724 0.348
H 4.33281 -2.71420 0.13742 0.338
H 3.53179 -4.14274 -0.51940 0.428
H 2.81989 -3.27962 0.84446 0.228
H 0.08009 -2.50966 -2.24999 0.244
H 0.18837 -3.17692 -0.62540 0.046
H 0.96828 -4.01598 -1.97590 0.504
C 0.40770 -4.08087 5.57118 -2.155
C -0.85654 -3.92331 4.72566 1.870
C -1.27151 -5.31008 4.21706 -1.599
C -1.96793 -3.36117 5.62168 -1.600
C -0.63943 -2.98910 3.53612 0.690
C 0.61439 -2.36192 3.28603 -0.662
C 0.74788 -1.54355 2.20025 -1.696
N -0.26478 -1.30005 1.35099 0.257
C -1.50366 -1.86827 1.56042 -0.623
C -1.66685 -2.73073 2.67399 -0.385
C -2.49379 -1.51100 0.62675 0.252
C -3.83610 -1.96447 0.64488 -0.328
C -4.74783 -1.57145 -0.29301 0.533
C -4.29808 -0.67892 -1.30034 -0.685
C -2.99666 -0.25486 -1.28790 -0.754
N -2.09444 -0.64156 -0.37114 -0.022
C -6.18659 -2.08416 -0.23054 1.911
C -6.81992 -1.66128 1.10059 -1.580
C -6.18711 -3.61466 -0.32631 -1.583
C -7.03931 -1.52748 -1.37005 -2.245
H 0.20056 -4.75546 6.40341 0.450
H 0.73867 -3.12951 5.99055 0.397
H 1.23169 -4.50701 4.99672 0.400
H -1.41835 -5.98700 5.06132 0.458
H -0.50485 -5.73571 3.56745 0.352
H -2.20417 -5.27093 3.65344 0.307
H -2.12163 -4.01867 6.47996 0.457
H -2.91538 -3.28118 5.08792 0.308
H -1.70804 -2.36883 5.99394 0.355
H 1.46879 -2.51141 3.92630 0.501
H 1.67617 -1.04267 1.96100 0.645
H -2.63425 -3.18580 2.83605 0.517
H -4.12802 -2.64177 1.43594 0.363
H -4.94665 -0.31662 -2.08136 0.496
H -2.63806 0.42882 -2.04484 0.393
H -6.27753 -2.07226 1.95259 0.299
H -7.85005 -2.02007 1.15518 0.454
H -6.83087 -0.57494 1.20366 0.369
H -5.63077 -4.06907 0.49406 0.305
H -5.73717 -3.95064 -1.26201 0.367
H -7.21134 -3.99163 -0.28503 0.450
H -7.09943 -0.43844 -1.33755 0.412
H -8.05497 -1.91767 -1.28656 0.441
H -6.65168 -1.81957 -2.34738 0.414
O -0.01454 1.67473 -2.70807 -0.502
C -0.07742 0.99999 -1.79890 -0.025
```

Properties
spin multiplicity: 3
gap between HOMO and LUMO (alpha / beta): 5.7 / 6.7 eV
⟨S²⟩: 2.04
HOMO energy (alpha / beta): -0.1929 / -0.2729 Ha
relative energy (zero: lowest compared OMol25 entry of this formula, charge and spin): 0.0 kJ/mol


No. 4
Formula: C31H47AlNO2P2S2
Source: OMol25
Level of theory: ωB97M-V/def2-TZVPD

Geometry as XYZ:
```
86
Properties=species:S:1:pos:R:3:mulliken_charge:R:1
Al -0.74115 0.93464 0.81286 -1.778
C -0.38106 3.11645 1.12252 0.417
C -1.55860 2.89675 0.30223 0.944
C -1.92673 1.91041 2.39012 0.662
C -0.59427 2.49658 2.38597 0.348
C -2.52046 2.18755 1.11572 0.522
C 0.80198 3.95732 0.74779 -1.413
H 0.86789 4.09594 -0.33427 0.328
H 1.73894 3.51263 1.09388 0.344
H 0.71906 4.95502 1.19976 0.362
C 0.35005 2.47372 3.54661 -0.932
H 1.37870 2.65351 3.22319 0.300
H 0.31993 1.50071 4.04607 -0.035
H 0.08254 3.24916 4.27692 0.399
C -2.55872 1.22307 3.56073 -0.764
H -2.95040 1.94909 4.28661 0.365
H -1.82749 0.58812 4.07083 -0.066
H -3.38952 0.58722 3.24153 0.331
C -3.94628 1.92135 0.73840 -1.342
H -4.59677 2.70500 1.14940 0.367
H -4.29766 0.96260 1.12976 0.329
H -4.07937 1.92109 -0.34632 0.343
C -1.83013 3.51927 -1.03444 -1.577
H -2.40833 4.44897 -0.93138 0.308
H -2.39948 2.84190 -1.67756 0.396
H -0.89946 3.76547 -1.55302 0.389
C 3.65099 -1.78776 -4.73903 -0.258
C 3.48790 -0.57116 -5.27233 -0.476
C 2.72544 -0.14145 -6.49812 -0.578
C 1.67585 -1.12476 -7.06148 -0.952
C 0.59066 -1.46486 -6.06834 -0.207
C 0.59692 -2.39309 -5.10418 -0.483
C 1.66346 -3.38269 -4.71493 -0.425
C 3.09990 -3.11075 -5.21383 -0.964
H 3.44215 0.10770 -7.29655 0.359
H 2.16854 -2.02258 -7.43864 0.336
H 2.21974 0.80446 -6.25787 0.279
H 3.14036 -3.19389 -6.30135 0.355
H 4.23590 -1.83979 -3.82034 0.386
H 3.97566 0.25414 -4.75179 0.470
H 3.73985 -3.91214 -4.82580 0.413
H 1.68235 -3.43342 -3.61714 0.168
H -0.30270 -2.45925 -4.49101 0.464
H 1.35755 -4.38768 -5.04633 0.395
H 1.21153 -0.64673 -7.93223 0.399
H -0.30309 -0.84417 -6.13784 0.349
P 0.92147 0.45112 -0.65641 1.255
P -1.73012 -0.86036 -0.14573 1.341
C 0.60493 -1.15605 -1.56588 -0.629
C -0.41756 -1.99634 -0.79392 -1.096
H 1.54400 -1.69713 -1.72548 0.597
H 0.20852 -0.88846 -2.55291 0.099
H -0.84625 -2.79429 -1.41145 0.733
H 0.04466 -2.44059 0.09324 0.456
C -2.74686 -1.96628 0.90961 -1.084
H -3.66412 -1.47361 1.25087 0.339
H -2.16154 -2.27526 1.78107 0.210
H -2.99022 -2.85152 0.31656 0.535
C -2.81954 -0.64663 -1.61973 -1.490
H -2.94021 -1.58965 -2.16474 0.479
H -2.38681 0.10500 -2.28589 0.339
H -3.80423 -0.29400 -1.30273 0.409
C 2.61306 0.21405 0.02881 -1.655
H 2.94833 1.08977 0.59591 0.299
H 3.29024 0.01133 -0.80441 0.545
H 2.60741 -0.66223 0.68429 0.545
C 1.28300 1.56812 -2.07858 -1.289
H 0.34594 1.85840 -2.56156 0.345
H 1.92800 1.06888 -2.81046 0.372
H 1.78867 2.47090 -1.72642 0.442
O -1.81165 -3.83400 5.06422 -0.591
S -1.87380 -2.31976 5.31124 0.880
O -3.28318 -1.79638 4.99670 -0.572
N -1.17617 -1.86637 3.76745 -0.408
C -0.13700 -1.11859 3.83505 -0.217
S 0.66444 -0.46939 2.33266 -0.417
C 0.26963 -0.82577 5.22765 0.780
C 1.36154 -0.07688 5.68722 -0.208
C 1.51507 0.12034 7.06988 -0.763
C 0.59305 -0.43649 7.97552 -0.612
C -0.47829 -1.20604 7.50437 -0.566
C -0.61364 -1.38774 6.13010 0.171
H 2.06857 0.36110 4.99589 0.534
H 2.34289 0.70988 7.44158 0.422
H 0.71421 -0.27674 9.03912 0.417
H -1.18860 -1.64605 8.19256 0.476
```

Properties
gap between HOMO and LUMO: 8.0 eV
total charge: +1
HOMO energy: -0.4020 Ha
relative energy (zero: lowest compared OMol25 entry of this formula, charge and spin): 157.9 kJ/mol